A molecular structure, C34H35F4IN6O2S2Ti. Source: OMol25; level of theory: ωB97M-V with the def2-TZVPD basis set.

- Charge: +2
- E_HOMO: -13.7942 eV
- Energy relative to the best compared isomer or geometry (same formula, charge and spin): 102.4 kJ/mol
- Kohn-Sham gap: 6.9 eV
- Total energy: -4138.2026 Eh

Last column: Löwdin charge in e.
Atoms and positions in Å:
Ti (0.580, -0.490, -0.566)  1.032
C (3.514, -3.146, -2.776)  0.000
C (4.068, -2.503, -1.543)  -0.234
N (5.359, -2.638, -1.296)  0.157
C (5.897, -2.095, -0.201)  -0.048
C (5.179, -1.388, 0.741)  -0.111
C (5.860, -0.816, 1.962)  -0.181
O (5.268, -1.265, 3.175)  -0.050
C (3.804, -1.218, 0.492)  -0.067
C (2.957, -0.586, 1.476)  0.012
N (1.721, -0.238, 1.317)  -0.029
C (1.067, 0.131, 2.543)  -0.355
C (1.551, 1.126, 3.378)  -0.013
C (0.926, 1.364, 4.595)  -0.032
C (-0.165, 0.604, 4.988)  -0.040
C (-0.663, -0.389, 4.153)  -0.114
C (-0.046, -0.596, 2.935)  -0.563
I (-0.751, -2.019, 1.585)  1.400
C (3.258, -1.768, -0.663)  -0.209
O (1.949, -1.596, -0.936)  -0.174
H (4.303, -3.721, -3.253)  0.095
H (3.156, -2.393, -3.481)  0.087
H (2.685, -3.813, -2.534)  0.086
H (6.963, -2.246, -0.075)  0.131
H (5.778, 0.272, 1.966)  0.135
H (6.924, -1.053, 1.924)  0.131
H (5.637, -2.120, 3.418)  0.110
H (3.395, -0.477, 2.467)  0.139
H (2.415, 1.707, 3.080)  0.133
H (1.307, 2.140, 5.245)  0.124
H (-0.632, 0.778, 5.948)  0.123
H (-1.507, -0.994, 4.455)  0.111
C (-2.499, -3.255, -1.162)  -0.098
C (-1.038, -3.103, -1.544)  -0.252
N (-0.590, -1.718, -1.958)  -0.232
C (0.133, -1.877, -3.272)  -0.212
C (-0.782, -2.194, -4.445)  -0.034
C (-1.671, -0.704, -2.041)  -0.188
C (-1.067, 0.611, -2.515)  -0.149
N (0.300, 0.765, -1.962)  -0.098
C (1.178, 1.582, -2.690)  -0.151
C (2.520, 1.581, -2.321)  -0.153
F (2.842, 0.823, -1.246)  0.068
C (3.488, 2.343, -2.932)  -0.199
F (4.739, 2.265, -2.487)  0.131
C (3.152, 3.174, -3.981)  0.116
C (1.824, 3.225, -4.351)  -0.195
F (1.442, 4.031, -5.331)  0.141
C (0.844, 2.465, -3.723)  -0.129
F (-0.420, 2.649, -4.119)  0.112
H (-2.656, -4.281, -0.826)  0.104
H (-3.150, -3.092, -2.020)  0.089
H (-2.818, -2.586, -0.364)  0.008
H (-0.843, -3.769, -2.382)  0.116
H (-0.370, -3.443, -0.753)  0.058
H (0.854, -2.674, -3.115)  0.095
H (0.706, -0.977, -3.476)  0.111
H (-1.417, -3.063, -4.267)  0.086
H (-0.164, -2.420, -5.313)  0.100
H (-1.421, -1.354, -4.715)  0.081
H (-2.134, -0.590, -1.060)  0.059
H (-2.474, -1.006, -2.715)  0.139
H (-1.711, 1.438, -2.213)  0.142
H (-1.002, 0.607, -3.600)  0.120
H (3.895, 3.776, -4.485)  0.156
C (1.164, 2.873, 0.300)  -0.065
C (-0.190, 2.515, 0.816)  -0.628
N (-0.851, 1.383, 0.653)  0.050
C (-2.084, 1.470, 1.315)  -0.316
C (-2.310, 2.655, 1.937)  -0.312
S (-0.987, 3.696, 1.744)  1.162
C (-3.138, 0.438, 1.392)  -0.412
C (-3.742, 0.094, 2.563)  -0.372
S (-5.086, -0.908, 2.249)  1.118
C (-4.756, -0.817, 0.563)  -0.631
N (-3.718, -0.087, 0.263)  0.071
C (-5.623, -1.503, -0.442)  -0.058
H (1.878, 2.061, 0.423)  0.058
H (1.549, 3.737, 0.840)  0.092
H (1.113, 3.147, -0.752)  0.087
H (-3.205, 2.946, 2.461)  0.100
H (-3.485, 0.414, 3.559)  0.083
H (-6.620, -1.686, -0.047)  0.083
H (-5.199, -2.465, -0.733)  0.069
H (-5.707, -0.880, -1.330)  0.094